50
Properties=species:S:1:pos:R:3:forces:R:3:nbo_charge:R:1 method="wB97M-V/def2-TZVPD" de_lowest_kcal_mol=14.62 charge=+1 gap_ev=7.702 energy_ha=-2499.01999 homo_ev=-12.08 lumo_energy_ev=-4.380
Ta -1.163 0.057 0.508 3.80 -0.80 1.34 2.51
O -1.703 -3.893 0.776 0.08 -0.07 -0.01 -0.48
C -1.302 -2.856 0.362 0.03 0.27 -0.03 0.78
O -1.063 -1.756 1.111 -0.39 -0.53 -0.02 -0.77
C -1.017 -2.535 -1.078 -0.32 -0.25 0.25 0.09
C -1.243 -3.455 -2.071 0.32 0.17 -0.25 -0.19
C -0.973 -3.055 -3.376 -0.03 -0.03 0.00 -0.10
C -0.517 -1.768 -3.611 0.02 0.01 0.00 -0.22
C -0.379 -0.890 -2.552 0.12 0.05 0.04 0.12
N -0.617 -1.270 -1.293 -0.68 0.21 0.07 -0.53
H -1.603 -4.441 -1.813 0.01 -0.01 0.01 0.27
H -1.127 -3.736 -4.203 0.00 -0.01 0.01 0.25
H -0.300 -1.425 -4.612 0.01 -0.01 0.00 0.25
H -0.075 0.137 -2.701 -0.04 0.01 0.01 0.23
C 1.660 -2.532 1.184 -0.11 -0.09 0.03 -1.14
Si 2.109 -0.745 1.023 -0.10 0.18 -0.04 1.82
C 3.021 -0.554 -0.599 0.05 0.01 -0.11 -1.16
C 3.045 -0.315 2.557 0.07 0.08 0.14 -1.15
N 0.696 0.470 0.921 -0.25 0.08 0.12 -1.07
C 1.125 1.844 1.054 0.05 -0.21 -0.10 0.12
C 2.409 2.312 0.775 -0.01 0.06 -0.06 -0.24
C 2.729 3.647 0.971 -0.04 -0.02 0.00 -0.20
C 1.787 4.548 1.446 0.02 0.01 0.00 -0.18
C 0.501 4.111 1.722 -0.01 -0.02 0.00 -0.24
C 0.222 2.785 1.507 -0.03 0.06 0.04 0.33
F -1.033 2.312 1.752 -0.04 -0.07 0.01 -0.30
H 2.632 -3.013 1.339 0.00 -0.02 0.00 0.26
H 1.238 -2.977 0.284 0.02 -0.02 -0.01 0.23
H 1.036 -2.773 2.042 0.01 -0.01 0.01 0.26
H 3.089 -1.525 -1.093 0.00 0.00 -0.02 0.25
H 4.040 -0.186 -0.472 0.00 -0.01 0.02 0.26
H 2.509 0.134 -1.275 0.01 -0.01 -0.02 0.24
H 3.983 -0.876 2.564 0.00 -0.01 0.01 0.26
H 2.463 -0.642 3.423 0.03 0.01 0.02 0.26
H 3.284 0.737 2.688 0.01 0.00 0.00 0.26
H 3.171 1.648 0.401 0.00 0.00 0.00 0.23
H 3.733 3.982 0.746 0.00 0.01 0.00 0.23
H 2.048 5.585 1.597 0.00 0.00 0.00 0.24
H -0.274 4.769 2.090 0.01 0.01 0.00 0.25
O -3.702 -1.105 0.313 -0.10 -0.01 0.18 -1.00
P -3.992 0.255 1.104 -0.12 0.55 -0.09 2.54
O -5.230 0.379 1.831 0.04 -0.02 0.07 -1.00
O -2.581 0.386 1.803 -0.79 0.14 -0.48 -1.04
O -3.837 1.384 -0.084 -0.06 -0.16 -0.05 -1.07
P -2.887 1.362 -1.387 -0.36 0.13 -0.29 2.54
O -3.111 2.736 -2.085 0.04 0.16 0.18 -0.96
O -3.060 0.142 -2.174 -0.05 0.03 -0.13 -1.08
O -1.418 1.474 -0.775 -1.20 0.06 -0.68 -1.06
H -4.475 -1.632 0.068 0.00 0.06 -0.16 0.55
H -3.847 2.761 -2.711 -0.01 0.00 -0.02 0.54

---

18
Properties=species:S:1:pos:R:3:forces:R:3:nbo_charge:R:1 method="wB97M-V/def2-TZVPD" de_lowest_kcal_mol=198.13 gap_ev=9.089 energy_ha=-414.29749 homo_ev=-8.32 lumo_energy_ev=0.764
C -0.345 1.191 2.197 1.32 -0.48 3.70 -0.25
C 0.030 -0.419 0.883 -3.62 -0.51 -3.93 -0.14
C 0.062 -0.842 -0.591 -3.87 2.95 -0.88 0.33
H -0.710 2.270 2.372 0.19 -2.03 0.42 0.21
H 0.727 1.010 2.543 -1.13 0.98 0.90 0.15
H -0.826 0.002 2.771 0.21 4.41 -1.01 0.14
H -0.760 -0.965 1.515 0.92 0.65 -1.36 0.21
H 0.929 -0.512 1.291 3.92 -1.12 1.93 0.18
H 1.338 -1.677 -2.074 0.01 2.68 2.98 0.40
H 2.648 0.127 0.028 -1.58 0.24 -2.02 0.38
H 1.596 1.164 -1.348 1.99 -4.38 2.37 0.38
H -1.979 0.763 -0.052 1.30 2.47 1.85 0.36
H -2.718 0.318 -1.406 1.22 -1.28 2.84 0.35
N 1.292 -1.108 -1.093 2.47 -0.55 -2.09 -0.50
N 2.137 0.116 -0.914 -1.20 1.36 -1.80 -0.72
N -0.966 -0.414 -1.361 3.46 -1.92 2.81 -0.27
N -2.054 -0.035 -0.567 -4.16 -1.50 -6.03 -0.66
O -0.199 1.000 0.871 -1.44 -1.96 -0.66 -0.55

---

70
Properties=species:S:1:pos:R:3:forces:R:3:mulliken_spin:R:1 method="wB97M-V/def2-TZVPD" charge=+1 gap_ev="7.948 / 5.599" multiplicity=4 energy_ha=-3541.66600 homo_ev="-10.85 / -10.87" s2=3.84 lumo_energy_ev="-2.898 / -5.272"
Co 0.000 -0.152 -1.379 0.79 -1.66 1.00 2.03
P -2.167 -0.129 -1.719 -0.45 -0.54 0.70 0.05
C -2.120 0.337 -3.437 -0.57 0.48 -0.67 0.52
C -0.908 0.900 -3.902 1.34 0.12 -0.29 0.03
N 0.211 0.719 -3.103 0.37 0.29 -0.96 0.11
C 1.445 1.049 -3.510 -0.89 0.14 0.08 0.03
C 1.625 1.750 -4.699 0.10 0.08 -0.29 0.18
C 0.528 2.020 -5.522 0.14 -0.07 0.21 -0.04
C -0.720 1.556 -5.148 -0.63 -0.29 0.28 0.19
C 2.576 0.622 -2.615 0.15 -0.17 0.09 -0.03
P 2.092 -0.873 -1.611 0.01 1.30 -0.40 -0.11
H -1.598 1.669 -5.779 0.24 0.14 -0.02 0.00
H 2.629 2.057 -4.963 -0.09 0.04 -0.15 0.00
H 0.660 2.570 -6.455 -0.04 -0.22 0.28 0.00
H 3.481 0.401 -3.191 -0.09 0.15 -0.01 -0.01
H 2.825 1.404 -1.882 -0.18 -0.06 -0.16 0.00
H -2.053 -1.722 -4.745 0.11 -0.78 -0.31 0.01
H -2.997 0.328 -4.100 0.38 0.10 0.24 -0.04
H -1.016 -3.413 -3.795 0.38 -0.43 0.91 0.00
O -1.826 -2.648 -4.974 -0.46 0.93 -0.46 0.01
H -2.334 -2.894 -5.760 0.10 0.12 0.26 0.00
H 0.490 -1.595 -1.692 -0.53 0.08 0.18 -0.04
O -0.668 -3.686 -2.905 1.08 0.12 -0.57 0.00
H 0.295 -3.849 -3.035 -1.22 0.01 0.11 0.00
C 2.593 -2.263 -2.645 0.06 0.03 0.14 0.01
H 3.630 -2.129 -2.964 -0.12 -0.19 -0.01 0.00
H 2.484 -3.169 -2.040 0.08 -0.02 -0.22 0.00
H 1.920 -2.307 -3.505 0.17 -0.05 0.03 0.00
C 3.246 -0.831 -0.230 0.07 -0.12 0.22 0.00
H 3.120 -1.736 0.371 0.05 0.16 0.00 0.00
H 4.279 -0.786 -0.601 -0.25 -0.07 0.00 0.00
H 3.048 0.051 0.387 -0.04 -0.19 -0.06 0.00
C -2.984 1.232 -0.840 -0.27 0.29 -0.34 0.06
H -3.951 1.435 -1.313 0.06 0.06 0.21 0.00
H -3.135 0.964 0.211 0.12 -0.05 -0.20 0.00
H -2.351 2.125 -0.907 -0.11 -0.14 0.09 -0.01
C -3.187 -1.595 -1.476 -0.43 0.06 -0.34 0.03
H -3.292 -1.769 -0.398 0.12 0.05 -0.21 0.00
H -4.181 -1.433 -1.912 0.12 -0.21 0.12 0.00
H -2.687 -2.453 -1.935 -0.11 0.10 0.11 -0.01
O 0.295 2.769 -0.122 -0.15 -0.73 0.36 0.01
C 0.127 1.877 0.701 -0.13 -0.67 1.21 0.03
N -0.094 2.018 2.075 0.32 1.10 -1.53 0.00
C -0.028 0.752 2.782 0.21 0.32 0.50 0.00
C -0.130 -0.210 1.591 -0.33 -1.09 -0.67 0.02
O -0.412 -1.408 1.635 0.63 1.25 0.09 0.00
N 0.078 0.493 0.438 0.51 1.17 0.41 -0.06
C 1.314 0.644 3.527 -0.08 -0.35 -0.03 0.00
C 2.285 -0.310 3.214 0.16 0.05 0.25 0.00
C 3.480 -0.372 3.956 -0.34 0.14 -0.15 0.00
C 3.684 0.504 5.026 -0.09 -0.07 -0.25 0.00
C 2.713 1.467 5.327 -0.11 -0.12 -0.27 0.00
C 1.539 1.538 4.575 0.37 -0.13 0.14 0.00
C -1.240 0.558 3.684 -0.14 0.02 0.12 0.00
C -1.172 -0.183 4.865 -0.23 0.08 -0.24 0.00
C -2.335 -0.447 5.593 0.10 0.10 -0.25 0.00
C -3.571 0.012 5.134 0.10 0.00 -0.22 0.00
C -3.635 0.775 3.960 0.32 -0.07 0.08 0.00
C -2.463 1.071 3.252 -0.54 -0.17 0.34 0.00
H 0.052 2.942 2.477 0.03 -0.62 0.07 0.00
H 2.096 -1.035 2.417 0.06 0.25 0.35 0.00
H 4.238 -1.115 3.681 -0.31 0.30 0.25 0.00
H 4.596 0.432 5.622 -0.30 0.08 -0.20 0.00
H 2.860 2.168 6.146 0.03 -0.18 -0.12 0.00
H 0.772 2.271 4.824 0.16 -0.11 0.03 0.00
H -0.202 -0.549 5.196 -0.27 -0.04 0.03 0.00
H -2.262 -1.031 6.508 -0.10 0.12 -0.16 0.00
H -4.485 -0.239 5.677 0.31 0.15 -0.16 0.00
H -4.594 1.133 3.583 0.25 -0.04 0.20 0.00
H -2.509 1.718 2.373 0.04 -0.30 0.23 0.00